Run w
{
  "formula": "H17O9",
  "method": "ωB97M-V/def2-TZVPD",
  "lumo_energy_ev": [-0.46, -6.37],
  "spin_multiplicity": 2,
  "homo_energy_ev": [-11.28, -11.26],
  "gap_ev": [10.8, 4.9],
  "symbols": ["O", "H", "H", "O", "H", "O", "H", "H", "O", "H", "H", "O", "H", "H", "O", "H", "H", "O", "H", "H", "O", "H", "H", "O", "H", "H"],
  "positions_angstrom": [[0.633, 2.754, 1.203], [1.460, 2.348, 1.510], [-0.013, 2.021, 0.979], [0.234, 0.371, 2.834], [0.082, 0.506, 1.887], [-2.406, -0.355, -1.734], [-1.775, 0.046, -1.121], [-1.993, -1.126, -2.146], [0.484, 2.165, -1.389], [0.655, 3.002, -0.924], [-0.206, 1.722, -0.789], [0.719, -2.549, 0.958], [-0.111, -2.068, 1.176], [1.298, -2.278, 1.678], [2.834, 0.677, -1.652], [2.086, 1.252, -1.393], [2.609, -0.190, -1.307], [-0.929, 0.921, 0.269], [-1.758, 1.425, 0.370], [0.210, 1.276, 3.166], [0.138, -2.970, -2.590], [-0.119, -3.050, -1.654], [0.839, -2.311, -2.539], [-1.647, -1.384, 1.438], [-1.235, -0.549, 1.155], [-2.087, -1.657, 0.617]]
}

---

Run x
{
  "formula": "H17O9",
  "method": "ωB97M-V/def2-TZVPD",
  "lumo_energy_ev": [-0.49, -5.38],
  "spin_multiplicity": 2,
  "homo_energy_ev": [-10.55, -10.55],
  "gap_ev": [10.1, 5.2],
  "symbols": ["O", "H", "H", "O", "H", "O", "H", "H", "O", "H", "H", "O", "H", "H", "O", "H", "H", "O", "H", "H", "O", "H", "H", "O", "H", "H"],
  "positions_angstrom": [[-0.276, 2.891, -1.438], [-0.591, 2.062, -1.262], [-0.093, 2.779, -2.400], [1.357, -3.091, 1.256], [1.588, -3.768, 0.696], [0.118, -0.624, 3.239], [0.764, -1.402, 3.184], [0.477, 0.042, 2.560], [-1.256, -2.476, 1.760], [-1.113, -2.217, 0.864], [-1.071, -1.795, 2.451], [-0.416, 3.947, 1.188], [-0.718, 3.157, 1.595], [-0.288, 3.658, 0.258], [2.504, 0.939, 1.571], [2.744, 1.832, 1.332], [1.913, 0.732, 0.842], [-1.535, 0.573, -1.369], [-2.364, 0.863, -1.117], [0.790, -2.479, 0.723], [-0.102, -2.089, -1.721], [-0.350, -1.326, -2.210], [-0.699, -2.778, -2.032], [-0.623, 0.141, -3.721], [0.355, 0.060, -3.541], [-1.116, 0.369, -2.708]]
}

---

Quick ranking, most stable first: run w, run x.